1.
67
Properties=species:S:1:pos:R:3 method="wB97M-V/def2-TZVPD" molar_mass_da=567.4 charge=+3 relative_energy_kj_mol=161.0 homo_energy_ev="-13.8 / -13.8" e_tot_ha=-2833.51278 e_lumo_ha="-0.3674 / -0.3657" multiplicity=3 orbital_gap_ev="3.79 / 3.84"
Pr 0.21605 -0.04939 0.03805
P -1.59515 2.04947 -0.08742
P -1.95956 -1.46356 0.93644
P 1.80080 1.32809 -1.64687
H -1.04801 -2.04295 -1.76770
C 0.01048 -1.81186 -1.86690
C 0.96304 -2.25197 -0.98448
H 0.72380 -2.79616 -0.08086
C -2.65626 2.07255 -1.55874
C -2.70724 2.16191 1.34090
C -0.75406 3.65928 -0.06080
C -1.55086 -3.22545 0.96368
C -2.51653 -1.18115 2.63304
C -3.43021 -1.28392 -0.09689
C 2.99473 0.12772 -2.24210
C 2.63614 2.64294 -0.81623
C 0.81936 1.90506 -3.05135
H 0.21823 -1.10637 -2.66181
H 1.97291 -1.86062 -0.96994
H -3.28282 2.98596 -1.46831
H -3.28171 1.15571 -1.59232
H -2.02992 2.10414 -2.47531
H -3.28245 3.09978 1.18768
H -2.13863 2.22118 2.29585
H -3.39686 1.29804 1.40430
H -1.56640 4.41695 -0.02866
H -0.11141 3.81321 -0.95132
H -0.11652 3.74102 0.84614
H -2.45556 -3.73456 1.36153
H -0.66893 -3.42395 1.61231
H -1.30645 -3.58021 -0.05680
H -3.53654 -1.59848 2.74902
H -2.54481 -0.09649 2.87672
H -1.82292 -1.65073 3.37280
H -4.11510 -2.07843 0.26994
H -3.14916 -1.45241 -1.15961
H -3.87801 -0.27001 -0.00278
H 3.61362 0.75055 -2.92039
H 2.51271 -0.71850 -2.77531
H 3.58090 -0.28853 -1.39334
H 3.20948 3.08765 -1.65705
H 3.29791 2.22721 -0.02612
H 1.93421 3.36572 -0.34971
H 1.61337 2.26635 -3.73430
H 0.10413 2.70361 -2.76120
H 0.24775 1.06746 -3.51016
C 2.32188 -0.69308 -7.20440
C 1.57929 -0.44528 -8.37914
C 1.41884 -1.45539 -9.32950
C 1.99511 -2.71516 -9.12466
C 2.73621 -2.96728 -7.96452
C 2.90234 -1.96369 -7.00936
S 2.54266 0.51350 -5.97646
H 1.84140 1.53194 -6.55816
H 1.14258 0.54454 -8.51171
H 0.84072 -1.25613 -10.23336
H 1.86676 -3.49956 -9.86924
H 3.19032 -3.94430 -7.79366
H 3.47640 -2.13448 -6.09709
N 0.42994 -1.10282 4.12614
C 0.19190 0.05728 3.54124
N -0.24040 1.13755 4.16586
O 0.31184 0.12694 2.22844
H 0.52520 -1.22073 5.10695
H 0.68466 -1.86454 3.47795
H -0.43189 1.93355 3.54308
H -0.24979 1.23478 5.14854



2.
244
Properties=species:S:1:pos:R:3 method="wB97M-V/def2-TZVPD" molar_mass_da=1333.0 homo_energy_ev=-8.0 smiles=CC1(C)CCCC(C)(C)N1O.CC1(C)CCCC(C)(C)N1O.CC1(C)CCCC(C)(C)N1O.COCCNCCOC.COCCNCCOC.COCCNCCOC.COCCNCCOC.COCCNCCOC.COCCNCCOC.OCCO e_tot_ha=-4339.59135 e_lumo_ha=0.0065 orbital_gap_ev=8.22
C -27.15065 -2.94128 12.09815
C -25.97843 -1.97502 12.18408
C -25.07202 -2.04226 10.96520
C -26.45941 -0.48332 12.16401
C -27.12857 0.05640 13.45273
C -26.08533 -0.18625 14.59630
C -25.62843 -1.69541 14.75255
C -24.47841 -1.67564 15.69052
C -26.81012 -2.37102 15.34688
N -25.13876 -2.19461 13.38761
O -24.63929 -3.49230 13.43592
H -27.87529 -2.69729 12.87498
H -27.63698 -2.89976 11.12355
H -26.76752 -3.94741 12.26844
H -24.42355 -1.16655 10.99227
H -24.45899 -2.94339 10.94897
H -25.62426 -2.10067 10.02726
H -25.60047 0.17072 12.01381
H -27.21656 -0.25792 11.41299
H -27.36378 1.10024 13.24494
H -28.02834 -0.54090 13.60020
H -26.55691 0.18179 15.50749
H -25.19890 0.42295 14.41968
H -24.06376 -2.65836 15.91508
H -24.67961 -1.13747 16.61679
H -23.72692 -1.05969 15.19659
H -26.84679 -2.13789 16.41103
H -26.78908 -3.45579 15.24231
H -27.75324 -2.14666 14.84861
H -23.69674 -3.33216 13.34906
C -17.47870 -13.20889 22.98284
C -18.61293 -12.54544 22.14380
C -19.36963 -13.52654 21.27813
C -19.56443 -11.96144 23.27480
C -20.55069 -10.90295 22.81514
C -19.78234 -9.79337 22.07678
C -18.73120 -10.17602 20.98497
C -19.49815 -10.40416 19.65204
C -17.77591 -8.96449 20.99772
N -17.98310 -11.39386 21.38645
O -17.04430 -11.72587 20.42946
H -17.85230 -13.90817 23.73087
H -16.82480 -13.70957 22.26883
H -16.76519 -12.55360 23.48243
H -18.68354 -14.10833 20.66258
H -19.97642 -14.17996 21.90500
H -20.17749 -13.03197 20.73881
H -20.15416 -12.75924 23.72628
H -19.00847 -11.69339 24.17322
H -21.23013 -11.34412 22.08586
H -21.12099 -10.56124 23.67891
H -19.36970 -9.20181 22.89403
H -20.60734 -9.19016 21.69780
H -20.26716 -11.17514 19.70016
H -18.86444 -10.74815 18.83462
H -20.03713 -9.51752 19.31815
H -17.01847 -9.08601 20.22339
H -17.24379 -9.02307 21.94720
H -18.21982 -7.97248 20.91430
H -16.21486 -11.51120 20.86253
C -14.50161 2.51220 5.27960
C -14.49658 1.11401 5.97514
C -13.08149 0.43415 5.89104
C -14.81963 1.37564 7.50620
C -15.17964 0.16759 8.24932
C -16.43768 -0.37046 7.59808
C -16.33551 -0.73523 6.12113
C -15.56174 -2.02494 5.99300
C -17.80887 -0.74307 5.54128
N -15.62613 0.35154 5.39680
O -15.59026 0.22067 3.99828
H -14.32188 2.46139 4.20572
H -15.49140 2.94368 5.42868
H -13.83615 3.16653 5.84274
H -13.02563 -0.59663 6.24099
H -12.87507 0.35158 4.82394
H -12.31530 1.07162 6.33226
H -13.98877 1.86855 8.01098
H -15.66790 2.05894 7.54651
H -14.38295 -0.57585 8.22323
H -15.34298 0.40358 9.30086
H -17.32158 0.26734 7.60436
H -16.61392 -1.28516 8.16408
H -14.65910 -2.19497 6.57989
H -15.39208 -2.15237 4.92385
H -16.22639 -2.78228 6.40864
H -18.42502 -1.40822 6.14629
H -17.85685 -0.99815 4.48264
H -18.26389 0.24737 5.55019
H -14.95442 -0.46896 3.79403
C -22.93056 -4.62795 4.39664
O -22.00930 -5.62321 4.05949
C -22.59588 -6.83521 3.56249
C -21.58928 -7.60390 2.72208
N -21.07090 -6.75329 1.67381
C -19.97428 -7.30413 0.92733
C -18.82148 -7.95770 1.71382
O -18.27768 -7.00182 2.68531
C -17.30081 -7.55268 3.51620
H -23.27326 -4.24778 3.43428
H -22.39913 -3.89474 5.00334
H -23.65003 -4.96800 5.14150
H -23.53572 -6.71784 3.02302
H -22.85410 -7.52667 4.36455
H -22.11309 -8.46171 2.30031
H -20.81002 -8.04361 3.34457
H -20.99139 -5.80174 2.00296
H -19.65998 -6.41738 0.37687
H -20.53551 -7.94142 0.24398
H -17.94500 -8.28144 1.15251
H -19.19583 -8.83576 2.24011
H -16.71926 -6.79246 4.03772
H -16.49516 -8.09877 3.02550
H -17.84441 -8.14687 4.25075
C -11.53400 -0.64654 23.38406
O -12.30668 0.57558 23.42146
C -11.63362 1.72023 23.92941
C -12.47720 3.03724 23.64909
N -13.74705 3.00971 24.40990
C -14.77944 3.84059 23.80476
C -15.30307 3.35914 22.46923
O -14.54394 3.80438 21.36174
C -14.95148 3.27962 20.11143
H -10.85676 -0.69051 22.53110
H -12.26841 -1.42857 23.19126
H -10.99066 -0.97908 24.26853
H -10.62619 1.81571 23.52435
H -11.50804 1.57771 25.00272
H -12.58785 3.10491 22.56683
H -12.05566 3.98980 23.97009
H -14.15306 2.08500 24.39746
H -14.47972 4.88552 23.72482
H -15.67530 3.84580 24.42567
H -16.23818 3.90743 22.35488
H -15.47899 2.28414 22.42994
H -16.00279 3.51492 19.94560
H -14.74970 2.21324 20.01032
H -14.47236 3.75653 19.25640
C -18.82664 -4.16843 26.30212
O -17.48801 -3.73506 26.13162
C -17.35652 -2.46641 25.48814
C -15.88390 -2.05328 25.07523
N -15.12678 -1.34573 26.07023
C -14.89867 -2.01474 27.31333
C -13.90930 -1.27143 28.16587
O -14.04583 -1.71525 29.48374
C -13.02732 -1.14652 30.34121
H -18.88497 -5.24061 26.48960
H -19.35619 -3.96211 25.37201
H -19.31078 -3.61573 27.10724
H -17.78277 -1.72790 26.16714
H -18.02023 -2.44218 24.62384
H -15.88200 -1.54553 24.11071
H -15.42051 -2.98432 24.74885
H -14.17481 -1.25628 25.74490
H -14.54751 -3.02517 27.10400
H -15.84416 -2.11180 27.84695
H -14.11404 -0.20823 28.04020
H -12.88870 -1.45573 27.83046
H -12.92759 -1.78053 31.22222
H -13.35149 -0.12779 30.55377
H -12.07653 -1.03580 29.81980
C -18.35045 -2.51635 17.78350
O -18.00501 -3.58718 16.84938
C -19.21471 -4.24361 16.35759
C -18.90387 -5.18614 15.24550
N -19.10383 -4.78905 13.89048
C -18.79665 -5.82987 12.94130
C -19.00455 -5.36389 11.47955
O -19.06023 -6.50157 10.61935
C -19.07874 -6.37201 9.22277
H -18.03872 -2.76350 18.79831
H -19.35869 -2.10294 17.75774
H -17.75963 -1.63779 17.52432
H -20.02966 -3.57948 16.06972
H -19.65264 -4.82069 17.17203
H -19.58990 -5.99878 15.48439
H -17.92513 -5.62273 15.44441
H -18.57540 -3.95292 13.68612
H -19.44262 -6.68068 13.15795
H -17.80748 -6.25018 13.12294
H -18.19481 -4.66020 11.28657
H -19.95065 -4.82829 11.40135
H -19.80777 -5.59830 8.98201
H -19.23207 -7.30040 8.67261
H -18.12835 -5.92883 8.92538
C -22.54558 -8.13048 9.97429
O -23.19006 -9.22536 10.52892
C -22.35398 -9.89670 11.48459
C -21.35429 -10.91541 10.74624
N -19.98867 -10.83683 11.29807
C -19.87369 -11.43384 12.62077
C -18.46755 -11.49777 13.28409
O -17.96619 -10.20767 13.66826
C -16.71863 -10.28984 14.37411
H -23.24782 -7.62034 9.31495
H -21.69207 -8.46905 9.38695
H -22.15717 -7.44805 10.73029
H -22.94952 -10.45075 12.21017
H -21.81872 -9.22067 12.15136
H -21.27363 -10.47472 9.75256
H -21.70279 -11.91913 10.50297
H -19.51513 -9.95356 11.17285
H -20.26562 -12.45083 12.63613
H -20.46387 -10.79470 13.27749
H -17.76329 -11.97148 12.60018
H -18.54324 -12.21584 14.10063
H -16.65880 -11.10478 15.09550
H -16.48261 -9.38768 14.93846
H -15.78326 -10.35188 13.81793
C -13.82359 -5.30952 10.01720
O -14.11766 -4.72562 11.28035
C -12.99596 -4.25785 11.93197
C -13.26929 -3.40526 13.21756
N -14.32894 -2.38878 12.93494
C -14.95842 -1.93931 14.17404
C -16.15041 -0.94762 13.85317
O -17.03574 -1.66243 13.03582
C -18.14346 -0.83946 12.55538
H -13.18768 -6.18445 10.15210
H -13.20838 -4.75234 9.31069
H -14.70419 -5.74199 9.54224
H -12.53085 -3.59802 11.19957
H -12.27038 -5.04615 12.13248
H -12.39141 -2.88252 13.59726
H -13.55079 -4.10006 14.00884
H -14.97964 -2.66806 12.21474
H -14.23603 -1.39536 14.78260
H -15.39105 -2.68464 14.84144
H -15.83573 0.02059 13.46373
H -16.61877 -0.70532 14.80712
H -17.73038 0.05790 12.09471
H -18.88669 -0.63365 13.32566
H -18.68083 -1.40217 11.79204
O -21.61320 -0.03026 23.07596
C -22.83071 -0.34444 22.31438
C -23.19699 -1.82877 22.31318
O -22.26332 -2.41828 21.35792
H -21.72605 0.77854 23.58067
H -23.63750 0.25352 22.73822
H -22.83653 -0.11416 21.24900
H -24.19588 -1.97382 21.90177
H -23.10063 -2.28720 23.29738
H -21.43858 -1.92815 21.39218



3.
22
Properties=species:S:1:pos:R:3 method="wB97M-V/def2-TZVPD" molar_mass_da=105.2 charge=-1 relative_energy_kj_mol=105.3 homo_energy_ev="1.1 / -5.2" e_tot_ha=-329.41305 e_lumo_ha="0.1444 / 0.1415" multiplicity=2 orbital_gap_ev="2.86 / 9.09"
C 1.03424 -0.60858 1.59247
C 1.72820 0.40989 0.73419
C 2.20824 -0.15673 -0.54730
N 0.81498 1.53486 0.47734
H 0.67407 -0.11422 2.50095
H 0.13895 -1.03213 1.12909
H 1.69986 -1.43082 1.90133
H 2.58340 0.82010 1.30760
H 1.42192 -0.83238 -0.91779
H 3.10962 -0.76288 -0.41369
H 2.33467 0.63626 -1.29567
H 0.18802 1.96173 1.17893
H 1.27518 2.35770 0.09581
H -0.01313 0.93498 -0.37590
C -1.95030 -0.03087 -0.51407
O -0.74292 0.42644 -1.09936
C -2.89394 -0.91066 -1.37606
H -2.54572 0.83645 -0.17321
H -1.73613 -0.64361 0.39928
H -3.85916 -0.91514 -0.86537
H -2.52652 -1.96639 -1.32846
H -2.94351 -0.51401 -2.41012



4.
94
Properties=species:S:1:pos:R:3 method="wB97M-V/def2-TZVPD" molar_mass_da=1042.2 charge=+1 relative_energy_kj_mol=180.4 homo_energy_ev="-9.1 / -9.1" e_tot_ha=-4238.47148 e_lumo_ha="-0.1247 / -0.1252" multiplicity=2 orbital_gap_ev="5.71 / 5.70"
Ti 1.12455 0.07445 1.50104
O 2.19179 -3.70004 2.06603
C 2.03588 -2.55276 1.70928
N 1.01808 -1.72302 2.05080
C 0.38947 -1.89606 3.33640
C 1.01298 -0.83615 4.21832
C 0.99139 -0.87079 5.60251
C 1.70010 0.08548 6.30958
C 2.42672 1.03733 5.60699
C 2.37215 1.02702 4.22946
N 1.66009 0.12818 3.53680
C 3.06987 -1.81233 0.90649
C 4.17677 -2.43120 0.35455
C 5.19317 -1.65371 -0.16969
C 5.08338 -0.26825 -0.08844
C 3.94228 0.28079 0.45482
N 2.93635 -0.46739 0.93604
H -0.69340 -1.74603 3.26312
H 0.57311 -2.89416 3.73999
H 0.44338 -1.65218 6.11136
H 1.70503 0.07887 7.39110
H 3.02495 1.77572 6.12112
H 2.93014 1.75392 3.65208
H 4.22122 -3.51170 0.36518
H 6.05994 -2.10731 -0.63010
H 5.86610 0.37694 -0.46087
H 3.80750 1.35612 0.49443
Te -2.35922 2.08694 -0.88206
C -2.92602 1.68201 -2.90288
C -4.20592 1.21678 -3.17534
C -4.52939 0.89950 -4.48847
N -3.67441 1.01089 -5.49929
C -2.45873 1.47418 -5.22973
C -2.03768 1.83236 -3.95544
C -1.09061 0.35095 -0.77247
P -1.35594 -0.56668 0.77640
C -3.18579 -0.50662 0.90465
C -3.85655 0.00921 2.00496
C -5.24119 0.12616 1.99115
C -5.95509 -0.29655 0.88343
C -5.29124 -0.85312 -0.20472
C -3.91233 -0.95570 -0.19907
C -1.25821 -2.37118 0.37058
C -2.05242 -3.26624 1.08625
C -1.91639 -4.63594 0.90234
C -0.97964 -5.13044 0.01075
C -0.18963 -4.24933 -0.71246
C -0.32580 -2.88419 -0.52649
P 0.69081 0.61313 -0.92810
C 1.17082 -0.45910 -2.35206
C 0.19010 -0.90384 -3.23234
C 0.53320 -1.66861 -4.33646
C 1.85666 -2.02410 -4.55776
C 2.83720 -1.60753 -3.66931
C 2.49649 -0.82304 -2.57705
C 1.13009 2.25641 -1.63131
C 0.82534 3.42672 -0.93172
C 1.18524 4.67286 -1.41802
C 1.86106 4.77634 -2.62472
C 2.17003 3.62733 -3.33376
C 1.81440 2.37858 -2.84256
H -4.93095 1.09743 -2.38084
H -5.52037 0.53630 -4.74070
H -1.78737 1.56772 -6.07763
H -1.03870 2.21705 -3.80226
H -3.30568 0.31246 2.89185
H -5.75712 0.55086 2.84256
H -7.03301 -0.20190 0.86708
H -5.85271 -1.20385 -1.06136
H -3.38379 -1.37282 -1.04667
H -2.78620 -2.89324 1.79138
H -2.54640 -5.31627 1.46117
H -0.85843 -6.19793 -0.11771
H 0.54652 -4.62376 -1.41362
H 0.30238 -2.20837 -1.08233
H -0.84482 -0.65840 -3.03257
H -0.24222 -1.98778 -5.02138
H 2.12698 -2.62103 -5.41896
H 3.87136 -1.88893 -3.82661
H 3.27006 -0.47678 -1.90612
H 0.27641 3.37157 -0.00964
H 0.93241 5.56310 -0.85577
H 2.13807 5.74654 -3.01578
H 2.69132 3.69856 -4.27966
H 2.05846 1.49918 -3.42001
I 0.63390 5.92803 3.34310
C 0.14005 3.97152 2.86524
C -1.05645 3.32126 3.07957
N -0.91199 2.07831 2.59714
N 0.30004 1.88646 2.05831
C 0.95545 3.03484 2.22789
H -1.97365 3.66771 3.52479
H -1.59753 1.33772 2.53843
H 1.96173 3.17453 1.86583



5.
51
Properties=species:S:1:pos:R:3 method="wB97M-V/def2-TZVPD" molar_mass_da=406.5 relative_energy_kj_mol=91.1 homo_energy_ev=-7.7 smiles="COc1cccc(N2CCN(C(=O)c3cc4c(s3)-c3ccccc3OC4)CC2)c1" e_tot_ha=-1623.06723 e_lumo_ha=0.0057 orbital_gap_ev=7.83
C 1.43126 2.25944 0.53701
O 0.10811 2.66374 0.30563
C -0.56163 2.16510 -0.77705
C -1.86291 2.63099 -0.94605
C -2.60420 2.17754 -2.01701
C -2.08303 1.26074 -2.90886
C -0.79381 0.75304 -2.73362
N -0.28011 -0.15787 -3.65394
C 1.08032 -0.62150 -3.53801
C 1.20023 -1.71259 -2.43996
N -0.09013 -2.34686 -2.28896
C -0.92922 -2.17235 -1.22499
O -2.12331 -2.40031 -1.30791
C -0.33155 -1.72647 0.04572
C 0.82705 -2.09302 0.68315
C 0.99402 -1.42841 1.90875
C -0.03466 -0.56037 2.18805
S -1.25521 -0.59001 0.96993
C -0.03041 0.23332 3.38941
C -0.92541 1.26672 3.64278
C -0.87609 1.95357 4.83993
C 0.06322 1.60331 5.79787
C 0.96856 0.58471 5.55718
C 0.94193 -0.09887 4.34917
O 1.83451 -1.11556 4.17528
C 2.15237 -1.52119 2.85364
C -0.72275 -2.57747 -3.57305
C -1.13616 -1.21129 -4.17278
C -0.03344 1.23897 -1.66500
H 2.09388 2.55132 -0.28572
H 1.50574 1.17800 0.69700
H 1.74071 2.77228 1.44683
H -2.25870 3.34115 -0.23932
H -3.60720 2.54808 -2.16641
H -2.67926 0.95350 -3.75285
H 1.74749 0.21576 -3.33411
H 1.35884 -1.03806 -4.51099
H 1.94199 -2.46613 -2.72941
H 1.50252 -1.27588 -1.48984
H 1.51499 -2.82581 0.29924
H -1.65234 1.51755 2.88482
H -1.57171 2.75602 5.03072
H 0.09757 2.13100 6.73908
H 1.70431 0.30410 6.29422
H 2.98807 -0.89886 2.48222
H 2.50979 -2.55204 2.93904
H -0.00883 -3.10233 -4.21205
H -1.60023 -3.20447 -3.41803
H -2.16763 -1.00733 -3.89472
H -1.05936 -1.24095 -5.26611
H 0.97179 0.88609 -1.50991